Record 1
Molecular formula: C5H6O2
Method: DFT, wB97M-V/def2-TZVPD

XYZ file:
```
13
Properties=species:S:1:pos:R:3:forces:R:3
C -1.721 -1.074 1.427 0.17 -0.03 0.01
C -0.590 -0.704 0.880 -0.17 0.00 -0.13
C 0.188 -0.108 0.014 -0.17 -0.09 0.14
C -0.786 0.520 -0.952 -0.03 0.46 -0.18
O -0.861 1.708 -1.146 0.35 -0.39 -0.19
C 1.679 0.166 -0.063 -0.04 -0.13 0.32
O 2.074 0.523 -1.368 -0.09 0.24 -0.06
H -2.285 -0.369 2.034 0.13 -0.18 0.07
H -2.143 -2.059 1.258 0.13 0.01 0.15
H -1.507 -0.202 -1.386 0.00 0.22 -0.01
H 1.978 0.932 0.666 -0.14 -0.09 -0.10
H 2.232 -0.747 0.182 -0.17 0.11 0.02
H 1.744 1.414 -1.545 0.03 -0.13 -0.04
```
Forces are in eV/Å.

Output
HOMO, Eh: -0.3608
E_LUMO, eV: 0.6
SMILES: C=C=C(C=O)CO
HOMO-LUMO gap, eV: 10.380

***

Record 2
Molecular formula: C23H36CdP2
Method: DFT, wB97M-V/def2-TZVPD

XYZ file:
```
62
Properties=species:S:1:pos:R:3:forces:R:3
P 1.662 -2.273 0.507 -1.52 1.96 -0.74
P 1.620 2.197 1.251 0.14 -0.08 0.39
C 1.098 -0.532 0.212 0.62 0.01 0.00
C 2.177 0.513 0.563 0.49 0.25 0.14
H 0.178 -0.340 0.791 0.12 -0.32 -0.29
H 0.856 -0.449 -0.869 -0.29 -0.22 0.58
H 2.766 0.170 1.442 -0.01 0.13 -0.44
H 2.887 0.675 -0.278 -0.42 -0.18 0.41
C 0.602 3.039 -0.011 -0.40 -0.38 -0.24
H 0.637 4.132 0.161 0.09 -0.57 -0.04
H -0.438 2.706 0.107 0.23 0.09 -0.26
H 0.991 2.789 -1.011 -0.30 0.30 0.15
C 3.171 3.161 0.892 -0.06 -0.22 0.32
H 2.978 3.826 0.050 0.22 -0.07 -0.04
H 4.015 2.500 0.668 -0.03 0.22 0.10
H 3.391 3.769 1.774 0.19 -0.08 -0.20
C 0.471 -3.404 -0.254 0.02 -0.59 0.04
H 0.267 -4.252 0.417 0.25 0.19 -0.20
H 0.860 -3.781 -1.212 -0.20 0.15 0.37
H -0.482 -2.887 -0.440 0.42 0.05 0.14
C 3.283 -2.371 -0.264 0.70 -0.47 0.03
H 3.623 -1.395 -0.641 -0.34 -0.28 0.29
H 3.268 -3.067 -1.114 -0.05 0.11 0.32
H 4.010 -2.728 0.478 -0.05 0.04 -0.29
Cd -2.090 -0.207 -1.202 -0.08 -0.63 0.72
C -1.309 1.403 -2.638 0.95 1.16 0.32
C -2.697 1.300 -2.732 -0.61 0.47 -0.49
C -3.391 0.501 -3.826 -0.24 -0.96 -0.04
C -2.735 -0.910 -4.066 -0.62 0.59 -0.44
C -2.097 -1.577 -2.863 -2.71 -0.53 -0.48
C -0.713 -1.468 -2.645 1.22 0.04 0.85
C 0.146 -0.595 -3.518 -0.07 0.28 -0.48
C -0.357 0.876 -3.685 0.47 -0.84 -0.42
C 1.608 -2.585 2.276 0.40 -0.35 0.32
H -0.828 2.135 -1.970 -0.80 -0.15 -0.44
H -3.374 2.006 -2.209 0.78 -0.33 -0.20
H -3.482 1.028 -4.804 0.17 0.03 0.42
H -4.426 0.340 -3.466 0.48 0.01 -0.29
H -3.526 -1.586 -4.437 0.35 0.30 -0.24
H -1.955 -0.796 -4.832 -0.46 -0.25 -0.11
H -2.680 -2.425 -2.464 0.78 0.07 -0.49
H -0.220 -2.401 -2.363 0.01 0.27 0.01
H 0.191 -1.047 -4.527 0.25 0.06 -0.10
H 1.187 -0.628 -3.154 -0.25 0.21 0.03
H 0.539 1.530 -3.700 -0.51 -0.16 -0.22
H -0.856 0.914 -4.667 0.36 0.37 0.23
H 1.702 -1.651 2.845 0.20 -0.31 -0.22
H 2.409 -3.287 2.561 -0.35 0.21 0.02
H 0.626 -3.033 2.502 0.38 0.20 -0.06
C -2.172 0.079 0.803 0.39 0.49 2.66
C -2.017 0.337 2.002 -0.46 -0.33 -1.82
C -1.639 0.594 3.346 0.51 0.06 1.29
C -2.321 1.448 4.255 0.37 -0.21 -0.19
C -1.814 1.652 5.546 0.04 -0.06 -0.17
C -0.602 1.087 5.953 -0.10 0.06 -0.24
C 0.096 0.277 5.055 -0.28 -0.06 -0.20
C -0.444 -0.024 3.802 -0.16 0.42 0.28
H -3.231 1.970 3.938 0.36 -0.34 0.10
H -2.359 2.285 6.249 0.09 -0.14 -0.27
H -0.202 1.285 6.955 -0.16 -0.05 -0.47
H 1.081 -0.097 5.327 -0.21 -0.16 0.02
H 0.064 -0.725 3.132 -0.31 0.55 0.29
```
Forces are in eV/Å.

Output
HOMO (spin up / spin down), Eh: -0.1417 / -0.1413
E_LUMO (spin up / spin down), eV: -0.1 / -0.1
HOMO-LUMO gap (spin up / spin down), eV: 3.778 / 3.766

***

Record 3
Molecular formula: C2H2FN
Method: DFT, wB97M-V/def2-TZVPD

XYZ file:
```
6
Properties=species:S:1:pos:R:3:forces:R:3
C -0.738 0.903 0.791 -0.38 -2.89 0.17
C -0.235 -1.128 -0.682 -0.34 2.87 1.52
N -0.466 -0.105 0.095 0.34 -0.54 -2.10
F -1.071 -1.530 -1.643 -1.21 0.15 0.29
H -0.649 1.878 0.364 0.50 0.57 -0.64
H 0.699 -1.572 -0.901 1.10 -0.16 0.77
```
Forces are in eV/Å.

Output
HOMO, Eh: -0.3050
E_LUMO, eV: 0.6
HOMO-LUMO gap, eV: 8.905

***

Record 4
Molecular formula: H18O9
Method: DFT, wB97M-V/def2-TZVPD

XYZ file:
```
27
Properties=species:S:1:pos:R:3:forces:R:3
O 2.612 -1.489 -1.621 0.14 -0.14 0.30
H 2.381 -1.454 -2.550 -0.14 -0.03 -0.28
H 2.598 -0.575 -1.336 -0.01 0.29 -0.16
O 1.566 1.680 -2.918 0.12 -0.14 -0.16
H 1.242 1.366 -2.073 -0.23 -0.13 0.23
H 1.877 2.568 -2.741 0.07 0.25 -0.04
O 0.339 2.417 1.187 -0.47 0.40 0.19
H 0.984 1.782 0.875 0.06 -0.26 0.10
H 0.721 3.270 0.979 -0.07 0.31 -0.01
O -0.285 -0.620 0.057 0.16 -0.38 -0.08
H -0.913 -0.417 0.750 -0.43 0.38 0.11
H 0.443 -0.016 0.208 0.22 0.05 0.01
O -4.656 0.504 0.901 -0.54 0.00 -0.27
H -4.971 1.240 1.426 -0.19 0.16 0.03
H -3.735 0.411 1.145 0.38 -0.21 0.05
O 2.291 0.755 0.441 0.24 -0.08 -0.36
H 2.898 1.470 0.634 0.31 0.26 0.01
H 2.762 -0.037 0.700 0.06 -0.59 0.22
O -1.125 -1.759 -2.329 -0.09 -0.35 -0.52
H -0.748 -1.214 -1.639 0.17 0.15 0.51
H -1.854 -1.242 -2.673 -0.18 0.06 -0.12
O -2.173 0.402 2.125 0.23 -0.20 -0.11
H -2.494 1.124 2.666 0.12 0.38 0.11
H -1.913 -0.271 2.754 -0.02 -0.29 0.27
O 1.093 -3.292 0.903 0.30 -0.09 0.24
H 0.394 -2.700 0.626 -0.19 0.41 -0.38
H 0.665 -3.904 1.502 -0.05 -0.22 0.12
```
Forces are in eV/Å.

Output
HOMO, Eh: -0.3848
E_LUMO, eV: -0.3
SMILES: O.O.O.O.O.O.O.O.O
HOMO-LUMO gap, eV: 10.172

***

Record 5
Molecular formula: C4H7Br
Method: DFT, wB97M-V/def2-TZVPD

XYZ file:
```
12
Properties=species:S:1:pos:R:3:forces:R:3
C 1.309 0.547 0.115 -0.12 1.28 0.08
C 0.161 -0.053 0.009 -0.20 -0.85 -0.03
C -1.137 0.695 -0.041 0.19 0.23 0.01
C 0.044 -1.561 -0.080 0.19 0.28 0.05
Br 3.083 0.215 0.221 0.36 -0.33 0.01
H 0.913 3.317 0.253 0.06 -0.32 -0.02
H -1.787 0.359 0.764 -0.11 -0.01 0.08
H -0.957 1.763 0.058 -0.14 0.01 -0.01
H -1.641 0.499 -0.985 -0.10 -0.01 -0.09
H -0.650 -1.912 0.682 -0.05 -0.10 0.00
H 1.010 -2.041 0.064 -0.04 -0.06 -0.03
H -0.348 -1.827 -1.061 -0.06 -0.13 -0.04
```
Forces are in eV/Å.

Output
HOMO (spin up / spin down), Eh: -0.3331 / -0.3099
E_LUMO (spin up / spin down), eV: -0.2 / -0.3
HOMO-LUMO gap (spin up / spin down), eV: 8.883 / 8.126

***

Number 1: E_tot -9374.4300 eV. Number 2: E_tot -47569.0639 eV. Number 3: E_tot -6310.5068 eV. Number 4: E_tot -18719.6031 eV. Number 5: E_tot -74298.6245 eV.